1.
{
  "formula": "C7H8N3S",
  "method": "the ωB97M-V functional and the def2-TZVPD basis",
  "symbols": ["C", "N", "C", "N", "C", "C", "C", "C", "C", "N", "S", "H", "H", "H", "H", "H", "H", "H", "H"],
  "xyz": [[3.4107, 0.7754, 0.3905], [2.6547, 0.1365, -0.6857], [1.4039, -0.0530, -0.6372], [0.2602, -0.1802, -0.3815], [-1.0706, -0.1780, -0.2546], [-1.7611, -1.4001, -0.2239], [-3.1289, -1.4209, -0.1100], [-3.8051, -0.1966, 0.0019], [-3.1000, 0.9687, -0.0094], [-1.7422, 1.0287, -0.1432], [-1.0369, 2.5211, -0.1250], [3.0411, 0.4618, 1.3648], [4.4547, 0.4907, 0.2980], [3.3257, 1.8615, 0.3184], [3.1250, 0.0637, -1.5840], [-1.1974, -2.3158, -0.3142], [-3.6714, -2.3514, -0.1015], [-4.8785, -0.1674, 0.0963], [-3.5754, 1.9329, 0.0841]],
  "atomic_forces_ev_per_a": [[0.35, 0.59, 0.75], [0.89, -0.15, -0.77], [-3.03, 0.32, 0.84], [3.04, 0.12, -0.78], [-1.94, -0.11, 0.29], [0.02, 0.28, -0.03], [-0.09, 0.31, 0.03], [0.36, -0.61, -0.08], [-0.29, 0.11, -0.02], [-0.13, -1.14, 0.00], [1.03, 0.69, -0.09], [-0.06, -0.12, -0.13], [-0.05, -0.09, -0.04], [-0.02, -0.13, -0.06], [-0.21, -0.09, 0.06], [0.11, 0.00, 0.02], [-0.01, -0.11, 0.00], [-0.08, 0.08, 0.03], [0.08, 0.02, -0.01]],
  "mulliken_charge": [-0.77, -0.25, 0.49, 0.02, 0.47, -0.37, -0.45, -0.51, -0.22, 0.02, -0.26, 0.30, 0.32, 0.32, 0.30, 0.37, 0.44, 0.38, 0.39],
  "total_charge": 1,
  "lumo_energy_ev": [-5.00, -5.00],
  "energy_ev": -22685.3814,
  "smiles": "C[NH+]=C=Nc1cccc[n+]1[S-]",
  "relative_energy_ev": 2.558,
  "homo_lumo_gap_ev": [6.46, 6.47],
  "homo_energy_ev": [-11.5, -11.5]
}

2.
{
  "formula": "C18H33AsCdN2S3",
  "method": "the ωB97M-V functional and the def2-TZVPD basis",
  "symbols": ["Cd", "C", "C", "C", "C", "C", "H", "H", "H", "H", "H", "C", "C", "S", "C", "C", "S", "H", "H", "H", "H", "H", "H", "C", "As", "C", "C", "S", "H", "H", "H", "H", "H", "H", "H", "H", "H", "C", "C", "N", "C", "C", "N", "C", "C", "H", "H", "H", "H", "H", "H", "H", "H", "H", "H", "H", "H", "H"],
  "xyz": [[-0.2501, -1.5500, 0.3975], [-3.1088, -1.5695, -1.7378], [-2.1945, -2.5492, -1.3948], [-2.2223, -2.6991, 0.0369], [-3.2243, -1.7836, 0.5187], [-3.7383, -1.0931, -0.5588], [-3.3537, -1.2537, -2.7438], [-1.6049, -3.1600, -2.0649], [-1.9536, -3.6222, 0.5387], [-3.5654, -1.7213, 1.5423], [-4.4883, -0.3160, -0.5182], [4.1689, -3.2668, 0.1668], [2.9430, -2.3835, 0.3362], [1.5762, -2.9192, -0.6446], [2.9672, -1.3090, 1.1463], [4.1746, -0.9562, 1.9827], [1.6580, -0.1312, 1.3701], [3.9267, -4.0918, -0.4975], [4.5108, -3.6842, 1.1162], [4.9913, -2.6997, -0.2778], [4.9197, -1.7503, 1.9886], [3.8695, -0.7608, 3.0122], [4.6475, -0.0435, 1.6079], [-2.7534, 3.0796, 4.3231], [-2.1271, 1.5535, 3.2860], [-3.3028, 0.1159, 3.8517], [-0.3885, 1.1436, 4.0347], [-2.1182, 2.0211, 1.2689], [-2.7591, 2.8586, 5.3903], [-3.7575, 3.3379, 3.9916], [-2.0960, 3.9234, 4.1227], [-3.4624, 0.1784, 4.9276], [-2.8522, -0.8429, 3.6016], [-4.2537, 0.2057, 3.3307], [-0.3814, 1.3171, 5.1106], [0.3477, 1.7746, 3.5432], [-0.1320, 0.1092, 3.8173], [2.2319, 1.0565, -3.2840], [1.7264, 0.0093, -2.2612], [0.3118, 0.2319, -1.9698], [0.1264, 1.5557, -1.3863], [0.6104, 2.6504, -2.3688], [1.0890, 1.9652, -3.6092], [-0.0222, 1.1741, -4.2228], [-0.4804, 0.1160, -3.1832], [2.5643, 0.5926, -4.2122], [3.0474, 1.6581, -2.8840], [2.2727, 0.0780, -1.3210], [1.8527, -1.0050, -2.6310], [0.6870, 1.5957, -0.4551], [-0.9231, 1.6916, -1.1380], [1.4388, 3.2270, -1.9587], [-0.1900, 3.3358, -2.6452], [1.4000, 2.6674, -4.2745], [0.3575, 0.7118, -5.1331], [-0.8226, 1.8637, -4.4875], [-0.3647, -0.8930, -3.5775], [-1.5258, 0.2555, -2.9197]],
  "atomic_forces_ev_per_a": [[0.48, 0.09, -0.23], [-0.02, -0.09, -0.10], [-0.02, 0.02, -0.10], [0.17, 0.19, 0.21], [-0.08, -0.03, 0.04], [-0.11, 0.03, 0.06], [0.06, 0.04, -0.02], [0.03, 0.04, 0.00], [0.06, 0.03, 0.02], [0.07, 0.07, -0.02], [0.03, 0.02, 0.03], [-0.10, 0.11, 0.01], [0.04, 0.05, -0.12], [-0.05, -0.19, 0.08], [0.03, -0.01, -0.08], [-0.04, -0.03, -0.10], [-0.74, -0.30, -0.01], [0.06, -0.04, 0.01], [0.03, 0.00, -0.01], [0.07, -0.07, 0.05], [0.01, 0.04, -0.01], [0.02, 0.01, 0.01], [0.04, 0.01, 0.05], [0.04, -0.13, -0.06], [-0.01, 0.28, 0.52], [0.09, 0.01, -0.09], [-0.13, -0.03, -0.03], [-0.01, -0.09, -0.17], [0.02, -0.04, -0.01], [0.00, -0.05, -0.02], [0.04, -0.04, -0.02], [0.05, 0.02, 0.01], [0.03, 0.04, -0.02], [0.03, 0.06, -0.03], [-0.08, 0.00, 0.00], [-0.01, 0.03, -0.01], [0.01, -0.01, -0.04], [0.27, -0.34, 0.17], [-0.12, 0.03, 0.14], [0.02, 0.14, -0.04], [0.03, -0.07, 0.00], [-0.20, 0.11, 0.43], [0.05, 0.12, -0.14], [-0.32, -0.31, -0.09], [0.08, -0.03, 0.14], [-0.06, 0.09, -0.06], [-0.09, 0.12, -0.04], [0.03, -0.02, 0.02], [0.01, -0.04, -0.01], [0.03, 0.01, 0.04], [-0.04, 0.00, -0.05], [0.07, -0.02, -0.12], [0.04, -0.01, -0.13], [0.01, 0.00, -0.02], [0.09, 0.09, 0.00], [0.07, 0.09, 0.02], [-0.02, 0.01, -0.03], [-0.04, -0.02, -0.04]],
  "mulliken_charge": [1.10, -0.45, -0.70, -1.48, -0.32, -0.51, 0.68, 0.49, 0.76, 0.50, 0.41, -1.67, 0.75, -0.66, 0.34, -1.45, -0.52, 0.40, 0.33, 0.32, 0.37, 0.30, 0.26, -1.12, 0.57, -1.08, -1.04, -0.47, 0.38, 0.35, 0.34, 0.44, 0.28, 0.36, 0.43, 0.31, 0.30, -0.82, -0.36, 0.34, -0.06, -0.84, -0.01, -0.77, -0.55, 0.29, 0.37, -0.05, 0.50, 0.34, -0.06, 0.37, 0.30, 0.30, 0.29, 0.35, 0.54, 0.23],
  "lumo_energy_ev": -0.62,
  "energy_ev": -120088.2503,
  "relative_energy_ev": 0.268,
  "homo_lumo_gap_ev": 5.26,
  "homo_energy_ev": -5.9
}

3.
{
  "formula": "C22H45Br20O4PS",
  "method": "the ωB97M-V functional and the def2-TZVPD basis",
  "symbols": ["C", "S", "O", "O", "P", "C", "O", "O", "H", "H", "H", "H", "H", "Br", "C", "C", "Br", "H", "H", "H", "H", "Br", "C", "C", "Br", "H", "H", "H", "H", "Br", "C", "C", "Br", "H", "H", "H", "H", "Br", "C", "C", "Br", "H", "H", "H", "H", "Br", "C", "C", "Br", "H", "H", "H", "H", "Br", "C", "C", "Br", "H", "H", "H", "H", "Br", "C", "C", "Br", "H", "H", "H", "H", "Br", "C", "C", "Br", "H", "H", "H", "H", "Br", "C", "C", "Br", "H", "H", "H", "H", "Br", "C", "C", "Br", "H", "H", "H", "H"],
  "xyz": [[0.5866, 5.3893, 1.1374], [-0.5293, 4.2875, 0.2376], [-1.7197, 5.0199, -0.0980], [0.1085, 3.7718, -0.9293], [-0.9609, 2.6956, 1.6631], [0.6989, 1.8204, 2.0904], [1.5145, 1.6403, 1.2111], [0.7522, 1.4993, 3.2839], [0.8666, 4.9641, 2.1076], [0.0349, 6.3154, 1.2956], [1.4780, 5.4885, 0.5194], [-1.3316, 3.3637, 2.8440], [-1.9544, 1.8233, 1.1830], [0.5909, -0.7108, 4.0564], [-0.5256, -1.0108, 5.6397], [-0.6626, -2.4708, 5.9822], [-1.9157, -3.3683, 4.7949], [-1.4808, -0.5328, 5.4426], [-0.0146, -0.4809, 6.4414], [-1.0823, -2.5928, 6.9796], [0.2752, -3.0139, 5.9188], [-6.0518, 8.4055, 0.5097], [-4.7727, 8.1702, -0.9415], [-3.3994, 7.8508, -0.4191], [-2.5139, 9.4396, 0.2777], [-4.8008, 9.0775, -1.5379], [-5.1586, 7.3397, -1.5294], [-2.7575, 7.4975, -1.2225], [-3.4061, 7.1186, 0.3804], [-5.6361, 10.1708, -4.1888], [-7.3267, 10.0654, -3.2277], [-7.8556, 11.4323, -2.8862], [-6.9005, 12.2102, -1.3813], [-7.1544, 9.4482, -2.3506], [-8.0062, 9.5509, -3.9038], [-8.8924, 11.3673, -2.5632], [-7.7785, 12.1373, -3.7075], [3.6467, -2.5753, 0.3508], [4.6158, -2.8917, 2.0137], [3.8008, -3.7308, 2.9611], [2.3800, -2.6145, 3.7764], [4.8665, -1.9159, 2.4202], [5.5305, -3.4058, 1.7240], [4.4185, -4.0891, 3.7831], [3.3178, -4.5765, 2.4822], [8.0255, -4.4414, 0.4243], [7.2977, -3.0012, -0.6706], [8.0146, -2.8875, -1.9864], [9.7492, -2.0258, -1.7837], [7.3559, -2.0941, -0.0770], [6.2534, -3.2638, -0.8275], [7.4573, -2.2471, -2.6658], [8.1932, -3.8473, -2.4604], [6.3106, 0.1715, -3.3620], [4.4003, 0.4126, -3.0671], [3.6744, -0.9045, -3.0499], [3.4354, -1.6216, -4.8445], [4.0456, 1.0860, -3.8405], [4.3213, 0.9026, -2.0987], [2.6665, -0.7775, -2.6579], [4.1890, -1.6666, -2.4740], [1.8797, -8.9100, 4.1520], [3.1051, -7.9298, 5.3018], [2.3904, -6.8594, 6.0832], [1.9884, -5.3076, 4.9685], [3.8901, -7.5360, 4.6635], [3.5261, -8.6767, 5.9717], [3.0273, -6.4789, 6.8795], [1.4503, -7.1998, 6.5063], [0.4916, -3.5700, -6.7068], [-0.8155, -3.5538, -5.2617], [-0.2461, -2.9518, -4.0059], [0.9312, -4.1972, -3.0881], [-1.1511, -4.5753, -5.1280], [-1.6403, -2.9498, -5.6351], [-1.0378, -2.7344, -3.2904], [0.3292, -2.0488, -4.1922], [-3.7816, -1.8812, -2.4279], [-4.7464, -2.5266, -3.9899], [-5.2298, -3.9380, -3.7857], [-3.7898, -5.2303, -3.9742], [-4.0805, -2.4180, -4.8400], [-5.5916, -1.8515, -4.1068], [-5.9551, -4.2068, -4.5509], [-5.6651, -4.0967, -2.8044], [-0.3308, -1.2516, -0.7182], [-1.2360, -1.9346, 0.8643], [-1.1184, -3.4286, 0.9664], [-2.3478, -4.3260, -0.2511], [-2.2670, -1.5935, 0.8187], [-0.7322, -1.4550, 1.7018], [-1.4109, -3.7644, 1.9567], [-0.1197, -3.7927, 0.7434]],
  "atomic_forces_ev_per_a": [[-0.22, -0.66, 0.46], [-0.30, 1.61, -2.03], [-0.73, 0.11, 1.26], [0.89, -1.05, 0.50], [0.69, -0.13, 0.32], [2.90, -1.61, 1.34], [-0.96, 0.74, -1.12], [-1.30, 3.45, -1.24], [0.00, -0.03, -0.17], [0.10, -0.03, -0.17], [-0.14, 0.06, -0.03], [-0.46, -0.10, -0.32], [-0.14, 0.43, -0.02], [-2.33, -0.74, 1.90], [0.26, -0.02, -0.20], [-0.23, 0.00, 0.11], [0.06, -0.02, -0.03], [-0.03, -0.07, 0.05], [0.00, -0.04, 0.01], [0.00, 0.04, -0.01], [0.03, 0.02, -0.05], [-0.01, 0.07, -0.05], [-0.19, -0.14, 0.10], [0.19, 0.17, -0.13], [0.00, -0.06, 0.08], [0.08, 0.01, 0.03], [0.07, -0.02, 0.00], [-0.05, -0.03, -0.02], [-0.06, -0.02, -0.03], [0.02, -0.03, 0.07], [0.03, -0.04, -0.28], [-0.06, 0.05, 0.32], [0.05, 0.01, -0.07], [-0.04, 0.07, 0.05], [-0.03, 0.03, 0.01], [0.00, -0.06, -0.03], [0.03, -0.07, -0.05], [-0.08, 0.07, 0.01], [0.09, -0.15, -0.17], [0.02, 0.30, 0.44], [2.08, -1.18, -1.44], [-0.07, -0.01, 0.02], [-0.02, -0.04, 0.01], [0.06, 0.01, -0.05], [0.03, 0.03, -0.08], [0.01, 0.06, 0.06], [-0.12, -0.24, -0.01], [0.13, 0.21, -0.10], [-0.01, -0.07, -0.02], [0.03, 0.03, -0.06], [0.01, 0.02, -0.05], [-0.04, -0.03, 0.07], [-0.02, -0.04, 0.08], [-0.02, 0.11, -0.07], [0.16, 0.01, 0.25], [-0.25, -0.03, -0.24], [0.05, 0.00, 0.06], [-0.03, -0.07, -0.04], [-0.03, -0.05, 0.02], [0.03, 0.04, 0.06], [0.03, 0.05, 0.03], [0.05, 0.06, -0.05], [-0.13, -0.28, 0.08], [-0.01, 0.19, -0.13], [-0.20, -0.91, 0.74], [-0.02, 0.06, 0.02], [0.00, 0.03, 0.03], [0.03, -0.03, -0.02], [0.03, -0.10, -0.02], [-0.02, -0.09, -0.02], [0.13, 0.20, -0.20], [-0.10, -0.13, 0.27], [0.08, 0.04, -0.01], [0.04, 0.01, 0.04], [-0.01, 0.01, 0.06], [-0.04, -0.04, -0.05], [0.02, -0.04, -0.09], [0.01, 0.11, -0.24], [-0.15, 0.21, 0.27], [0.04, -0.16, -0.25], [-0.03, 0.00, 0.14], [-0.02, -0.09, -0.02], [-0.02, -0.04, -0.03], [0.00, 0.05, -0.01], [0.02, 0.08, 0.01], [-0.12, 0.17, -0.03], [0.25, 0.13, 0.07], [-0.24, -0.23, 0.03], [0.22, -0.10, 0.04], [-0.01, -0.09, -0.04], [0.01, -0.12, 0.04], [0.05, 0.08, 0.07], [0.01, 0.08, -0.04]],
  "mulliken_charge": [-0.91, 0.98, -0.54, -0.54, 0.07, 0.68, -0.54, -0.69, 0.36, 0.36, 0.33, 0.17, 0.17, -0.01, -0.71, -0.38, -0.13, 0.39, 0.40, 0.37, 0.11, -0.15, -0.39, -0.62, -0.16, 0.23, 0.41, 0.34, 0.36, -0.13, -0.44, -0.59, -0.12, 0.18, 0.37, 0.35, 0.39, -0.08, -0.27, -1.10, 0.10, 0.42, -0.02, 0.48, 0.54, -0.17, -0.42, -0.34, -0.14, 0.45, 0.08, 0.05, 0.43, -0.15, -0.53, 0.08, -0.11, 0.41, 0.35, 0.06, -0.08, -0.14, -0.59, -0.68, -0.01, 0.34, 0.36, 0.37, 0.37, -0.16, -0.60, 0.17, -0.11, 0.36, 0.23, -0.22, 0.31, -0.12, -0.49, -0.62, -0.13, 0.26, 0.34, 0.38, 0.37, -0.08, 0.08, -0.26, -0.15, 0.42, -0.38, 0.07, 0.33],
  "lumo_energy_ev": -0.99,
  "energy_ev": -1452704.6480,
  "homo_lumo_gap_ev": 7.53,
  "homo_energy_ev": -8.5
}